90
Properties=species:S:1:pos:R:3 method="wB97M-V/def2-TZVPD" de_lowest_kcal_mol=134.1 lumo_ev=0.103
O 6.9607 -16.8151 -2.6476
O -0.0830 -17.3698 -7.2131
O 5.9470 -9.2660 -9.4186
O 7.4077 -24.5998 -11.9534
O 12.2705 -20.1577 -17.3772
O 0.1275 -14.0959 -11.5671
O 2.1751 -25.3734 -4.3931
O 7.4919 -13.1394 -14.5534
O 0.5066 -23.2912 -16.6123
O 10.7417 -15.5065 -10.6193
O 6.6889 -19.3237 -10.3126
C 6.3749 -15.0082 -15.4352
C 3.5275 -25.1849 -4.0420
C 6.7106 -9.3304 -8.1622
C 0.6183 -16.8492 -6.0816
C 0.9842 -13.0726 -11.0512
C 8.2275 -13.6979 -16.7566
C 5.4279 -18.8834 -9.9370
C 6.5908 -8.0365 -7.3674
C 3.6453 -24.0095 -3.0528
C 6.2275 -10.5385 -7.3597
C 8.5693 -25.3832 -11.5661
C 11.8455 -21.0020 -16.3128
C 4.2225 -24.9049 -5.3975
C 7.0340 -13.6376 -15.7735
C -0.3451 -23.8688 -14.5898
C 0.7269 -21.6095 -14.7767
C 7.1124 -17.4073 -3.9184
C 11.4540 -15.3042 -9.3834
C -0.1033 -22.6935 -15.5291
H 5.4569 -14.8740 -14.8630
H 6.6701 -20.2422 -10.5911
H 8.2433 -13.6507 -14.2445
H 6.8605 -7.2001 -8.0122
H 1.4668 -12.4279 -11.7858
H -0.0078 -16.1162 -5.5729
H 12.7329 -21.3922 -15.8143
H 9.1979 -25.5333 -12.4438
H 2.9787 -24.1870 -2.2089
H 8.5201 -12.7669 -17.2422
H -0.7309 -24.7999 -15.0049
H 0.8456 -17.7001 -5.4395
H 5.3957 -17.8399 -9.6238
H 9.1217 -24.9928 -10.7114
H 12.1772 -14.4893 -9.4159
H 6.5745 -16.8225 -4.6646
H 1.7895 -13.4575 -10.4256
H 1.5548 -16.3225 -6.2656
H 4.3311 -25.8425 -5.9428
H 6.9650 -15.6944 -14.8277
H -0.7770 -17.9086 -6.8262
H 6.7113 -10.6660 -6.3913
H 6.2405 -13.0358 -16.2165
H 0.2708 -21.2486 -13.8547
H 8.1773 -17.4703 -4.1422
H 6.0358 -15.5707 -16.3051
H 3.9160 -26.0955 -3.5860
H 0.8076 -20.7063 -15.3815
H 4.6668 -23.8142 -2.7264
H -1.0770 -22.2768 -15.7864
H 0.4252 -12.4189 -10.3816
H 4.6899 -18.9931 -10.7317
H 11.9285 -16.2203 -9.0315
H 7.9569 -14.3543 -17.5836
H 11.4908 -19.8795 -17.8632
H 6.4123 -11.4633 -7.9061
H 7.7635 -9.4415 -8.4216
H 6.0314 -16.6068 -2.5263
H 3.2851 -23.0688 -3.4692
H -0.1936 -23.7607 -17.0715
H 0.5835 -24.1028 -14.0691
H -1.0219 -23.4993 -13.8194
H 11.2697 -20.4126 -15.5993
H 11.2235 -21.8231 -16.6692
H 8.2707 -26.3997 -11.3098
H 7.2984 -8.1270 -6.5433
H 10.2239 -16.3033 -10.4828
H 6.3146 -9.8463 -10.0892
H 6.8176 -18.4465 -4.0644
H -0.1027 -14.7386 -10.8922
H 4.9944 -19.4355 -9.1031
H 5.1562 -10.4375 -7.1859
H 10.7073 -15.1166 -8.6118
H 3.7183 -24.1799 -6.0364
H 5.2246 -24.5308 -5.1877
H 5.5721 -7.9056 -7.0024
H 1.7183 -21.9944 -14.5379
H 1.7597 -25.3108 -3.5299
H 6.9067 -25.0526 -12.6357
H 9.0916 -14.1639 -16.2831

***

21
Properties=species:S:1:pos:R:3 method="wB97M-V/def2-TZVPD" de_lowest_kcal_mol=49.4 lumo_ev=0.966
O 2.6433 -0.1527 -1.4677
N -0.2135 0.3186 -0.1801
N -0.9202 -0.1674 -2.4213
C -0.8200 0.5939 1.0895
C -0.9120 -0.5136 2.1417
C 0.5620 -0.9140 2.5564
C -0.7921 0.8786 -1.4091
H -0.1781 1.7453 -1.6457
H 1.0033 -0.0404 3.0469
H -1.8522 -0.2915 -2.7625
H -1.7683 1.2984 -1.1459
H -1.8387 1.0387 1.0199
H -0.1844 -0.0976 -3.1035
H -0.3505 1.5167 1.5148
H 1.2012 -0.9294 1.6509
H -1.4839 -1.2910 1.6486
H 0.6489 -1.8432 3.0940
H -1.1134 -0.0482 3.1106
H 1.8763 -0.7085 -1.5978
H 2.3951 0.3072 -0.6342
H 0.2077 -0.5883 -0.2802

***

99
Properties=species:S:1:pos:R:3 method="wB97M-V/def2-TZVPD" spin_multiplicity=5 s2=6.043 charge=+3 lumo_ev="-8.042 / -11.771"
Os 0.1014 -0.0564 -0.0019
P 0.0573 0.9315 2.1646
P 0.2045 -0.1600 -2.3729
O -0.6311 -2.8030 0.9814
N 0.6875 2.0668 -0.4426
N 2.1333 -0.3773 -0.1941
N -1.8147 0.3847 -0.2719
C 4.3280 0.0448 -1.3685
C -0.2187 2.7177 1.7218
C -0.3157 -1.7407 0.5971
C 0.4540 3.0724 0.4094
C 0.8053 -1.7784 -3.2052
C -5.3245 0.5700 0.0090
C -4.2916 -0.3409 -0.3153
C 2.8092 0.0486 -1.1383
C 2.3162 -0.5206 2.9376
C -4.6070 -1.7076 -0.5549
C 4.8208 -1.4110 -1.2827
C -0.9746 -0.8052 4.1035
C 1.0369 -2.8606 -2.1362
C -1.3512 2.1074 -2.9559
C -1.2522 0.5794 3.4932
C -2.9542 0.0924 -0.3615
C 1.6790 1.0012 -2.3224
C -0.3183 0.9391 -4.9239
C -1.3005 1.6645 4.5881
C -2.3018 -0.0694 -3.6571
C 2.1341 -1.5409 -3.9282
C 2.7255 1.8410 2.2061
C -0.9861 0.7330 -3.5424
C 4.7155 0.6831 -2.6957
C -6.9382 -1.2393 -0.0871
C 0.8571 4.3676 0.0889
C -2.6406 0.5388 2.8385
C -0.2247 -2.3388 -4.1929
C 1.7824 0.9248 2.9951
C 1.4421 2.2381 -1.5532
C 1.9619 3.4954 -1.8635
C 4.9503 0.8883 -0.2609
C 1.7862 1.4158 4.4500
C -6.6343 0.1132 0.1293
C -5.9223 -2.1390 -0.4350
C 1.6453 4.5729 -1.0398
H 1.7129 -2.5182 -1.3445
H 5.5324 -1.6298 -2.0880
H 2.7242 1.5825 1.1411
H -3.3940 0.3917 3.6273
H -1.7814 2.0061 -1.9554
H -0.5741 1.9446 -5.2893
H 4.3034 0.1461 -3.5546
H -2.5584 -0.5617 -2.7116
H -3.8010 -2.3988 -0.8091
H 1.4959 -3.7345 -2.6234
H -0.3771 -1.6876 -5.0603
H 2.9239 -1.2698 -3.2161
H -1.0137 -1.5941 3.3384
H -7.9637 -1.5895 0.0131
H -5.0709 1.6204 0.1678
H 0.7778 0.8864 -4.9169
H 3.9981 -2.1351 -1.3483
H -0.4939 2.7879 -2.9239
H -1.3064 2.8857 1.6445
H 0.1465 3.3816 2.5222
H 2.4344 -2.4828 -4.4141
H -0.0096 -0.8648 4.6210
H 2.5900 3.5902 -2.7485
H 2.8374 1.4822 4.7739
H -1.1844 -2.5414 -3.7020
H 2.6508 -0.7683 1.9213
H 3.7510 1.7019 2.5816
H 1.3552 2.4204 4.5551
H 2.4679 2.9029 2.3153
H -3.1186 0.6275 -3.8937
H -0.5581 1.5104 5.3769
H 0.5786 5.1671 0.7693
H 2.0693 -0.7785 -4.7149
H 4.7251 0.4614 0.7244
H 6.0393 0.9193 -0.3814
H -1.1933 2.6801 4.1869
H -2.8816 1.4744 2.3177
H 4.5723 1.9196 -0.3001
H -0.6970 0.2279 -5.6695
H -2.2864 1.6124 5.0735
H 4.3895 1.7286 -2.7350
H -1.7617 -1.0141 4.8431
H -2.7378 -0.2928 2.1346
H 2.1964 1.1419 -3.2749
H 0.0929 -3.1854 -1.6813
H 1.2902 0.7208 5.1378
H 2.0203 5.5642 -1.2772
H 5.8100 0.6673 -2.7899
H 5.3252 -1.5735 -0.3226
H 1.5628 -1.2603 3.2382
H -6.1594 -3.1926 -0.6122
H -7.4265 0.8159 0.3961
H 0.1579 -3.2991 -4.5726
H -2.2708 -0.8137 -4.4590
H 3.1741 -0.6102 3.6211
H -2.1128 2.5623 -3.6077

***

11
Properties=species:S:1:pos:R:3 method="wB97M-V/def2-TZVPD" de_lowest_kcal_mol=76.8 lumo_ev=0.424
O 1.2239 -1.2816 0.1783
O -1.0760 -1.2727 0.5226
N 0.1081 0.6329 0.0206
C -0.0763 -0.6810 0.2567
C 1.2570 -2.5485 -0.1849
C -0.9934 1.5638 -0.0833
H -0.7971 2.4545 0.5191
H -1.8943 1.0725 0.2864
H 2.3607 -2.7279 -0.1748
H -1.1547 1.8626 -1.1240
H 1.0422 0.9256 -0.2167

***

22
Properties=species:S:1:pos:R:3 method="wB97M-V/def2-TZVPD" de_lowest_kcal_mol=74.8 lumo_ev=0.849
O 2.5975 2.2766 -1.2325
N 1.0560 -0.5173 1.2824
C 1.1637 -0.4666 -1.1255
C -1.8734 0.8145 0.7875
C -1.4887 -1.5435 0.1630
C -1.1494 -0.1668 -0.0551
C 0.4020 0.0510 0.0473
H -2.2780 -1.9060 -0.4004
H 1.6687 -1.3084 -0.8937
H -0.6178 -2.2153 0.2370
H 0.6861 1.3445 0.0471
H -1.8719 -1.8446 1.1781
H -2.0791 1.7877 0.2801
H 2.5813 1.5652 -1.9398
H -1.3480 0.0472 -1.1632
H -1.2056 1.1189 1.7170
H 0.6311 -1.2861 1.5375
H 0.8442 0.2800 2.0391
H 1.9562 0.3253 -1.2720
H 0.6421 -0.4107 -2.0478
H 2.3661 1.7303 -0.4055
H -2.6828 0.3241 1.2194

***

98
Properties=species:S:1:pos:R:3 method="wB97M-V/def2-TZVPD" de_lowest_kcal_mol=0.0 charge=-1 lumo_ev="2.102 / 2.102"
Ti -0.2309 -0.1043 -0.4406
S 4.2486 -0.5369 -2.2424
F 2.2605 -3.2268 -0.1286
F -4.4092 -0.9618 -1.8048
F -0.7222 -5.0177 -2.3966
F -5.0404 -1.3214 0.2374
F -0.0199 -3.3333 -3.5446
F -5.4365 1.1688 -0.2331
F -3.2051 -2.1621 -0.4899
F 1.8102 -4.7096 -1.6286
F -4.0109 1.6983 -1.7636
F -1.8869 -3.2127 -2.4724
F 2.2316 -2.6829 -2.2200
F -3.8338 2.5287 0.2105
O -2.0405 0.3636 -0.7959
O 3.6311 -0.4657 1.1259
O -1.3166 3.1633 -0.0637
O -0.0566 -1.7072 -1.3453
O -1.9711 3.7901 2.0124
O 1.9103 -0.4953 -0.2778
O 4.8293 -1.3308 -1.0956
N 1.1028 3.9459 -0.9425
N -0.9986 -1.3299 1.0143
N 0.4436 1.1490 1.0707
C 1.6069 0.7046 1.6841
C -0.9772 -5.5539 1.4957
C 1.4052 1.6893 -4.8973
C 1.6183 -3.4125 -1.2885
C -0.4104 -4.9464 0.3869
C -3.7739 0.7488 2.3582
C 0.0276 0.3719 -3.4352
C -3.9660 -1.0772 -0.5420
C -0.6404 -3.6744 -2.3989
C 1.9908 2.8590 -1.3613
C -3.4884 0.7760 3.7156
C -1.6833 -3.3553 2.1943
C 1.1359 1.7508 3.7908
C 1.6405 4.6122 0.2339
C -1.1466 2.9913 1.2470
C 0.8346 4.9037 -2.0014
C -1.6486 -4.7227 2.3792
C 1.8793 2.3555 -3.7805
C 2.4029 -0.1459 0.7970
C -0.8963 -7.0440 1.6943
C 5.3895 -0.7854 -3.6036
C -4.3944 1.4886 4.6846
C 0.4555 0.6931 -4.7153
C -2.3278 0.1411 4.1521
C -0.4582 -3.5750 0.1528
C -3.1999 0.2036 -0.0797
C -0.2698 2.1417 1.8247
C 2.0020 0.9643 2.9482
C 0.1008 -3.0484 -1.1655
C 4.7426 1.1477 -1.8874
C 1.4343 2.0313 -2.4949
C 0.0346 2.2895 3.2419
C -4.1228 1.4162 -0.4685
C -1.8223 -0.5985 1.8985
C 0.5037 0.9997 -2.2688
C -1.5191 -0.5300 3.2601
C -2.9439 0.1133 1.4330
C -1.0392 -2.7126 1.1164
H -0.4157 3.2739 -0.4888
H 1.3788 1.9054 4.8337
H -2.2290 -2.7632 2.9121
H -0.6986 -0.4288 -3.3420
H -2.1572 -5.1474 3.2392
H -0.6258 2.9110 3.8304
H -4.6759 1.2417 2.0199
H -1.3507 -7.3339 2.6427
H 4.4862 1.7867 -2.7310
H 5.3217 -1.8328 -3.8911
H 0.1393 -7.3912 1.7018
H 5.0743 -0.1548 -4.4346
H 2.5853 5.1331 0.0073
H 1.7572 5.4014 -2.3435
H 5.8128 1.1462 -1.6801
H 2.9662 3.2918 -1.6445
H -2.6322 3.2158 2.4204
H 1.7595 1.9503 -5.8880
H 2.1317 2.2276 -0.4834
H 1.8211 3.8795 1.0208
H 0.1469 5.6629 -1.6277
H 0.0809 -5.5807 -0.3375
H 4.1910 1.4675 -1.0077
H 2.9410 0.5654 3.3038
H -1.4145 -7.5847 0.8985
H 6.4018 -0.5464 -3.2789
H -0.6173 -1.0247 3.6002
H 0.0551 0.1566 -5.5685
H 0.9200 5.3417 0.6063
H -4.6609 0.8413 5.5225
H -3.9139 2.3766 5.1032
H 4.0462 -0.9518 0.3522
H 2.6064 3.1559 -3.9019
H 0.3741 4.4036 -2.8511
H -5.3166 1.8061 4.1979
H -2.0545 0.1782 5.2015

***

13
Properties=species:S:1:pos:R:3 method="wB97M-V/def2-TZVPD" de_lowest_kcal_mol=36.1 lumo_ev=0.256
S -0.6216 2.2483 -0.0552
S -1.9599 -0.9194 0.2457
S 0.5760 -0.1527 2.1962
N 0.2587 -2.1967 -2.4308
C 0.7652 -0.2373 0.4417
C -0.1164 -1.5207 -1.5744
C 0.2272 0.7575 -0.4959
C -0.3437 -0.6397 -0.4947
H -2.6166 0.1492 -0.2306
H 1.8468 0.2746 2.3242
H 1.7236 -0.7086 0.1421
H 0.7933 0.8823 -1.3631
H -0.5327 2.0631 1.2947

***

16
Properties=species:S:1:pos:R:3 method="wB97M-V/def2-TZVPD" spin_multiplicity=2 s2=0.754 de_lowest_kcal_mol=42.7 charge=-1 lumo_ev="3.655 / 3.518"
S 1.2258 2.5344 0.1482
O 1.7564 -0.6771 0.3555
N -0.6998 -0.9318 -0.6994
C 0.8958 0.1010 0.8764
C -0.5174 0.2683 0.1669
C -0.0728 1.5636 -0.6704
C -0.7459 -2.0929 0.2121
H 0.2767 -1.0176 -1.0009
H -1.1710 -1.8796 1.2028
H 0.2330 -2.5061 0.4505
H 0.8229 0.1904 1.9845
H 1.4476 3.2814 -0.9835
H -1.4282 0.6204 0.6449
H -1.4337 -2.8679 -0.1475
H 0.3317 1.2064 -1.6198
H -0.9212 2.2069 -0.9202

***

59
Properties=species:S:1:pos:R:3 method="wB97M-V/def2-TZVPD" de_lowest_kcal_mol=198.9 charge=+1 lumo_ev="-3.075 / -3.075"
Sc -0.3665 -1.3129 -0.7577
P -1.9727 0.5644 0.8986
P 1.4856 -0.2530 0.9688
O -0.7312 -2.9317 0.0127
N 0.6464 3.1635 -0.3483
N -0.5033 -5.2062 0.3306
N -1.0346 -3.8341 2.0891
C -1.9102 0.2747 2.6053
C 2.8323 -1.3329 0.4696
C -0.5125 3.0222 -1.0235
C 1.8550 2.0894 -2.1763
C 2.8212 2.0394 0.0398
C -2.9473 3.2988 -1.1863
C 2.3951 1.4436 1.3316
C 3.1154 1.6186 -2.6996
C 4.1015 1.8627 -0.5163
C -1.7630 2.5628 -3.1381
C -1.9512 2.4090 0.9728
C -3.6732 0.0442 0.5510
C 1.7461 2.5571 -0.7853
C -0.1397 -5.6823 -1.0075
C -0.5284 2.5323 -2.3868
C -2.9157 3.0699 -2.5828
C -0.7598 -3.9862 0.7645
C 1.3034 -0.7541 2.6918
C -1.7991 3.0430 -0.4131
C 4.2412 1.6840 -1.9142
C 0.6601 1.9703 -2.8902
H 0.5959 1.2876 -3.7821
H -4.2957 0.6411 1.2117
H 5.2389 1.5258 -2.3193
H -0.9702 -6.3119 -1.4185
H -1.7192 2.1969 -4.1856
H 1.6555 2.0392 1.8777
H -2.9212 2.6719 1.4162
H 3.2186 1.1713 1.9649
H -1.0104 0.6515 3.0637
H -2.0688 -0.7614 2.8630
H -3.7572 -1.0118 0.8198
H -1.0057 -4.6726 2.7110
H 0.8007 -6.2792 -0.9335
H 3.1531 1.2904 -3.7441
H -3.9648 0.1780 -0.4924
H -1.1222 2.7056 1.6275
H 2.2975 -0.7315 3.1395
H 3.2746 -1.0489 -0.4981
H 0.0146 -4.7655 -1.6351
H 4.9637 1.6916 0.1621
H 0.1965 -0.0612 -1.4265
H -2.7463 0.8455 3.0149
H -1.6174 0.3210 -0.5917
H -3.7964 3.2733 -3.1959
H -1.2809 -2.8976 2.4574
H 0.9042 -1.7643 2.7433
H 0.6541 -0.0672 3.2263
H 3.6205 -1.3116 1.2463
H 2.4708 -2.3782 0.3929
H -3.9325 3.5038 -0.7048
H -0.5449 -5.8882 1.0893

***

60
Properties=species:S:1:pos:R:3 method="wB97M-V/def2-TZVPD" de_lowest_kcal_mol=140.3 lumo_ev=-0.088
O 1.4749 1.1170 3.8365
O 2.3509 -1.1077 1.7092
O -0.4787 -2.2285 -3.1122
O -2.1072 -3.0755 0.0506
O -1.7219 3.3429 2.6193
O -2.9895 -0.7200 -3.2227
O 0.3974 -5.1873 1.0541
O 0.4871 3.3221 -3.0076
O 4.1754 1.2792 1.4300
O -2.1122 -1.4525 2.3330
O -1.7246 4.3632 -1.8845
O -0.9417 1.2444 -4.2106
O -1.5194 -0.4878 4.6577
O 0.2609 -2.4914 2.7583
N -1.2774 2.2129 -0.0541
C 0.3876 0.2821 -0.2292
C 0.5998 -1.6499 -3.2341
C 1.4227 0.6825 -1.4013
C 2.3374 -0.6211 -1.7127
C -0.0661 1.5281 0.4940
C 1.6730 -1.8817 -2.1656
H -0.0765 1.2382 1.5869
H -0.7030 0.5574 -4.8052
H 3.2610 1.4704 1.6814
H -2.7305 -1.8336 1.6950
H 2.0727 -0.4479 2.3346
H -2.7702 -3.8067 -0.0543
H 3.0954 -0.1843 -2.2540
H 1.1736 0.5161 4.5874
H -1.0067 2.7281 -0.9527
H -1.6224 -2.9350 -0.8170
H -0.2169 -4.4756 1.0908
H -1.3005 0.8511 -3.3962
H 2.2414 -2.6775 -2.6758
H -0.5208 -0.3612 -0.5342
H 1.5595 -1.7158 1.7535
H 0.8123 2.5576 -2.3446
H 0.8363 0.8873 -2.2531
H 1.0477 -0.4161 0.4183
H 1.1766 -2.3868 -1.3245
H -2.1337 1.7268 -0.0995
H -0.1038 2.9910 -3.6479
H -0.9400 4.1362 -2.3280
H -0.6899 -2.2894 2.7594
H 4.0677 0.3569 1.2778
H -1.8926 3.0073 1.7006
H 0.6821 -1.0049 -4.0686
H 2.0463 1.5846 -1.2089
H -2.3289 -0.0270 4.4895
H 0.7343 2.2967 0.5894
H -1.1896 4.1028 2.4100
H 0.5561 -2.7466 3.6114
H 2.7101 -0.9542 -0.6974
H -0.8570 -0.1752 4.2034
H -1.3553 5.0350 -1.2321
H -2.3632 -1.4775 -2.9903
H 1.1142 -4.7506 1.5543
H -3.7991 -1.2036 -3.2562
H -2.2498 -0.5962 2.4805
H 1.0349 1.9514 4.0082